C4H8O2 | ωB97M-V with the def2-TZVPD basis set

Output
molecular weight	88.11	g mol⁻¹
frontier orbital gap	9.11	eV
HOMO energy	-8.48	eV

Last column: natural (NBO) charge in e.
Atoms and positions in Å:
C (1.62160, -0.02020, -0.19598)  -0.7487
C (0.68005, 0.05796, 0.97825)  -0.0167
C (-0.60566, 0.64999, 0.64733)  -0.0537
O (-0.85472, 1.38720, -0.54363)  -0.7292
C (-0.96266, -0.87102, 0.40722)  -0.0575
O (-1.24176, -1.11853, -0.92569)  -0.7010
H (2.39726, -0.77663, -0.04931)  0.2324
H (1.17027, -0.16890, -1.18912)  0.2091
H (2.13517, 0.95394, -0.19882)  0.2406
H (-0.05574, -1.45676, 0.72574)  0.2485
H (-1.17376, 1.11112, 1.45560)  0.1959
H (-0.00893, 1.70064, -0.88631)  0.4810
H (-1.73039, -1.20688, 1.11026)  0.2066
H (-1.37072, -0.24193, -1.33555)  0.4927

---

C31H58As2BrI2O9PtSi2 | ωB97M-V with the def2-TZVPD basis set

Output
molecular weight	1309.60	g mol⁻¹
frontier orbital gap (spin up / spin down)	7.02 / 5.11	eV
2S+1	5
HOMO energy (spin up / spin down)	-9.66 / -10.37	eV
total charge	+1

Last column: Löwdin spin population.
Atoms and positions in Å:
Pt (-0.43434, -0.19470, 0.51306)  0.7897
I (0.69380, -2.96939, 0.84815)  0.1771
C (0.21628, -3.32055, 2.87111)  0.0975
I (-0.69441, -1.37887, 3.10634)  0.2395
H (1.09255, -3.46683, 3.49255)  0.0008
H (-0.48657, -4.13499, 3.00914)  0.0011
C (0.99092, 3.18872, -3.54740)  -0.0008
Si (0.84847, 2.55124, -1.80289)  0.0165
C (-0.00745, 3.81137, -0.73651)  0.0035
C (2.53786, 2.21233, -1.08620)  0.0028
C (-0.17228, 0.93536, -1.89392)  0.0905
H (1.56816, 4.11403, -3.53737)  -0.0003
H (0.00511, 3.39253, -3.96910)  0.0001
H (1.49586, 2.46253, -4.18610)  0.0005
H (0.57848, 4.73176, -0.71607)  0.0001
H (-0.09534, 3.42667, 0.27459)  0.0016
H (-1.00441, 4.03894, -1.12004)  0.0001
H (3.11833, 3.13589, -1.05897)  0.0004
H (3.07095, 1.48510, -1.69598)  0.0002
H (2.45088, 1.82197, -0.06925)  0.0004
H (0.47371, 0.15502, -2.67153)  0.0524
H (-1.15901, 1.13812, -2.32677)  0.0149
O (-0.24100, -0.35655, -1.41506)  0.5443
C (-6.42320, 1.88828, -0.10512)  0.0005
O (-5.81110, 1.87687, 1.18929)  0.0021
C (-4.50998, 1.70893, 1.25364)  0.0086
O (-3.81452, 1.50946, 0.27402)  0.0134
C (-3.87958, 1.70761, 2.60783)  0.0434
C (-4.45532, 2.03748, 3.76678)  0.0269
As (-3.77282, 1.89670, 5.65897)  0.0722
C (-3.63302, 3.85012, 5.84925)  0.0200
C (-1.92011, 1.35838, 5.25759)  0.5061
C (-1.99086, 0.32603, 4.25831)  0.3953
As (-2.02983, 1.04976, 2.39461)  0.1293
C (-1.40130, 2.89392, 2.45996)  0.0175
C (-2.99150, -0.80673, 4.40861)  0.0500
O (-3.58962, -1.23514, 3.44571)  0.0294
O (-3.17347, -1.42602, 5.57976)  0.0047
C (-2.33988, -1.21314, 6.71951)  0.0160
C (-0.74305, 2.19685, 5.41002)  0.0850
O (0.25343, 2.00520, 4.74384)  0.1425
O (-0.71964, 3.12296, 6.39841)  0.0058
C (-1.03266, 2.70267, 7.72305)  0.0069
C (-5.83419, 2.64480, 3.90941)  0.0038
O (-6.53166, 2.28419, 4.81870)  0.0031
O (-6.23266, 3.66679, 3.14004)  0.0011
C (-5.31471, 4.61624, 2.60438)  0.0005
H (-7.48432, 2.04449, 0.05425)  0.0001
H (-6.25777, 0.93891, -0.60993)  0.0001
H (-6.01542, 2.69782, -0.70810)  0.0000
H (-4.64506, 4.25499, 5.82166)  0.0020
H (-3.04631, 4.29194, 5.04755)  0.0001
H (-3.19677, 4.11472, 6.80803)  0.0001
H (-1.84751, 3.43919, 3.28762)  0.0019
H (-1.73665, 3.34792, 1.52796)  0.0001
H (-0.31650, 2.94497, 2.50204)  0.0009
H (-2.67346, -1.91265, 7.47964)  0.0016
H (-2.43983, -0.20329, 7.11390)  0.0071
H (-1.29522, -1.41475, 6.47735)  0.0019
H (-0.97866, 3.57858, 8.36163)  0.0007
H (-0.30214, 1.96652, 8.06303)  -0.0001
H (-2.03325, 2.26577, 7.79746)  0.0030
H (-5.89966, 5.32834, 2.03127)  0.0000
H (-4.57035, 4.16534, 1.94822)  0.0002
H (-4.80265, 5.14475, 3.40947)  0.0000
C (2.32272, -5.06264, -1.92924)  0.0078
C (3.42123, -4.24198, -2.61740)  0.0197
C (4.52106, -4.01413, -1.57213)  0.0021
C (3.99249, -5.07635, -3.77213)  0.0053
Si (2.74350, -2.54557, -3.28119)  0.0506
Br (1.37080, -1.52446, -1.59614)  0.2366
C (1.56878, -2.77796, -4.79549)  -0.0002
C (0.61499, -3.95837, -4.56829)  0.0000
C (0.68688, -1.53600, -5.00597)  0.0072
C (2.37740, -3.03029, -6.07619)  0.0004
C (4.16019, -1.27627, -3.59380)  0.0054
C (4.74095, -0.76866, -2.26353)  0.0020
C (5.29486, -1.90664, -4.41353)  0.0023
C (3.62759, -0.05264, -4.35077)  0.0017
H (2.73731, -6.01858, -1.59432)  0.0000
H (1.48493, -5.28914, -2.58218)  0.0000
H (1.93010, -4.55893, -1.04956)  0.0091
H (4.81890, -4.97373, -1.13922)  0.0000
H (4.18252, -3.37517, -0.75259)  0.0019
H (5.41716, -3.57081, -2.00190)  0.0001
H (4.44126, -5.98919, -3.36978)  0.0017
H (4.76537, -4.55163, -4.33220)  0.0002
H (3.22129, -5.38167, -4.47788)  0.0001
H (0.05319, -3.86004, -3.63604)  0.0000
H (1.13696, -4.91328, -4.55310)  0.0000
H (-0.11072, -4.00664, -5.38527)  0.0000
H (0.02610, -1.35905, -4.15343)  0.0048
H (0.04732, -1.68256, -5.88131)  0.0004
H (1.26106, -0.62821, -5.17747)  0.0005
H (3.04897, -3.88254, -5.98823)  0.0000
H (2.97581, -2.16488, -6.36079)  0.0000
H (1.69375, -3.23552, -6.90483)  -0.0001
H (5.14967, -1.56455, -1.64830)  0.0002
H (3.99820, -0.24247, -1.66650)  0.0005
H (5.55529, -0.06525, -2.46311)  0.0000
H (5.80137, -2.70257, -3.87039)  0.0000
H (6.04525, -1.14430, -4.64148)  0.0005
H (4.94911, -2.31941, -5.36138)  0.0000
H (2.77516, 0.40564, -3.84044)  0.0020
H (3.32493, -0.29535, -5.36863)  0.0000
H (4.41252, 0.70629, -4.42533)  0.0003

---

C14H36F3MgO7S5 | ωB97M-V with the def2-TZVPD basis set

Output
molecular weight	558.07	g mol⁻¹
frontier orbital gap	8.33	eV
HOMO energy	-10.26	eV
total charge	+1

Last column: natural (NBO) charge in e.
Atoms and positions in Å:
Mg (-0.47327, 0.00287, 0.35764)  1.7698
C (2.05936, -1.89096, 0.63515)  0.3487
O (2.54917, -1.41180, -0.66174)  -0.5991
O (0.91218, -1.35916, 0.86758)  -0.9645
C (1.92629, -3.39550, 0.70640)  0.9222
F (3.10123, -4.04269, 0.54603)  -0.3377
F (1.46038, -3.76181, 1.90126)  -0.3285
F (1.08623, -3.86533, -0.21933)  -0.3389
C (3.81403, -1.77551, -1.17380)  -0.0670
C (4.10035, -0.87230, -2.35239)  -0.6129
H (4.98718, -1.21988, -2.88393)  0.2194
H (3.26117, -0.90721, -3.05471)  0.1998
H (4.22118, 0.17763, -2.07573)  0.1861
H (3.80934, -2.80396, -1.52480)  0.1729
H (4.60429, -1.64964, -0.42290)  0.1667
H (2.83105, -1.60002, 1.39176)  0.1002
C (0.19050, -2.57017, -3.17026)  -0.8374
S (-1.18645, -1.62690, -2.56296)  1.3038
O (-0.68056, -0.81155, -1.44681)  -1.0682
C (-1.28902, -0.48128, -3.93684)  -0.8244
H (0.58685, -3.17734, -2.36219)  0.2766
H (0.97444, -1.88133, -3.50679)  0.2333
H (-0.13389, -3.11004, -4.05944)  0.2370
H (-1.42392, -1.00663, -4.87658)  0.2441
H (-0.39915, 0.14279, -3.85312)  0.2339
H (-2.15407, 0.15423, -3.74190)  0.2302
C (3.07981, 2.14660, -0.75899)  -0.8387
S (1.59686, 1.66499, -1.60086)  1.3258
O (0.62674, 1.29562, -0.54620)  -1.0877
C (1.08803, 3.29784, -2.14071)  -0.8254
H (3.50036, 1.23094, -0.34458)  0.2676
H (2.83483, 2.79981, 0.08207)  0.2317
H (3.75131, 2.62777, -1.46540)  0.2440
H (1.01448, 3.89073, -1.22013)  0.2252
H (0.11354, 3.24534, -2.61153)  0.2453
H (1.85356, 3.75797, -2.75964)  0.2447
C (0.53062, 1.83842, 4.50015)  -0.8174
S (0.81955, 1.78824, 2.73242)  1.2956
O (-0.21462, 0.86597, 2.19185)  -1.0597
C (0.14141, 3.40891, 2.33704)  -0.8325
H (1.20322, 2.58103, 4.93074)  0.2416
H (0.82162, 0.87697, 4.92003)  0.2532
H (-0.51793, 2.06662, 4.66475)  0.2352
H (0.77036, 4.24637, 2.61920)  0.2421
H (-0.88898, 3.40687, 2.68888)  0.2334
H (0.07115, 3.37630, 1.24217)  0.2448
C (-3.84701, 3.10009, 0.59350)  -0.8209
S (-2.97361, 2.10809, -0.60816)  1.3008
O (-1.98947, 1.34603, 0.15849)  -1.0592
C (-4.31275, 0.99118, -0.97608)  -0.8356
H (-4.13822, 2.41921, 1.39430)  0.2367
H (-4.71646, 3.55270, 0.12596)  0.2441
H (-3.14346, 3.83651, 0.96859)  0.2403
H (-4.77021, 0.65091, -0.04481)  0.2362
H (-3.87776, 0.12095, -1.46449)  0.2506
H (-5.04235, 1.49829, -1.60166)  0.2422
C (-2.73594, -1.71643, 3.26523)  -0.8242
S (-2.83622, -2.22132, 1.55629)  1.2842
O (-2.03352, -1.19979, 0.80984)  -1.0765
C (-1.74781, -3.61694, 1.71683)  -0.8441
H (-3.24254, -2.44886, 3.89540)  0.2388
H (-3.28166, -0.77822, 3.35466)  0.2378
H (-1.68832, -1.60200, 3.53018)  0.2496
H (-1.75815, -4.24083, 0.82927)  0.2479
H (-2.05345, -4.21510, 2.58353)  0.2358
H (-0.74191, -3.25426, 1.93225)  0.2804

---

C12H40GaN2O5S5 | ωB97M-V with the def2-TZVPD basis set

Output
molecular weight	522.52	g mol⁻¹
frontier orbital gap	4.49	eV
HOMO energy	-2.88	eV
total charge	-1

Last column: natural (NBO) charge in e.
Atoms and positions in Å:
C (4.65016, -2.38121, 2.14240)  -0.4077
N (4.23289, -1.90133, 0.84210)  -0.6699
C (3.50483, -0.61260, 0.89882)  -0.6711
Ga (1.63342, -0.84930, 1.80520)  0.9622
N (1.01342, -2.61660, 1.20885)  -1.3344
H (5.34610, -1.64162, 2.54797)  0.1749
H (5.12736, -3.36007, 2.02390)  0.1577
H (3.84126, -2.50466, 2.87559)  0.1860
H (3.72712, -2.59394, 0.32172)  0.3443
H (4.08852, 0.16443, 1.40136)  0.1753
H (3.32369, -0.31087, -0.14205)  0.1774
H (0.61283, 0.32301, 1.45832)  -0.3540
H (1.94040, -0.96921, 3.40651)  -0.3935
H (0.32789, -2.96008, 1.87139)  0.3341
H (1.76769, -3.28750, 1.27956)  0.3242
C (-1.82660, 2.67939, 0.78593)  -0.8334
S (-0.11999, 3.02003, 0.32970)  1.2860
O (0.68636, 3.00528, 1.58303)  -0.9851
C (-0.38813, 4.75687, -0.07860)  -0.8354
H (-1.88142, 1.64499, 1.11780)  0.2546
H (-2.13572, 3.34252, 1.59700)  0.2070
H (-2.46714, 2.81650, -0.08189)  0.2475
H (-0.78507, 5.27218, 0.79553)  0.2067
H (-1.08077, 4.83385, -0.91776)  0.2223
H (0.56982, 5.19389, -0.35652)  0.2238
C (-4.59433, 0.20619, -2.54660)  -0.8540
S (-2.79951, 0.24381, -2.65252)  1.2758
O (-2.33821, 1.47792, -1.95311)  -0.9998
C (-2.73382, 0.57802, -4.42128)  -0.8349
H (-4.86597, 0.04709, -1.50399)  0.2325
H (-5.00631, 1.15778, -2.88867)  0.2145
H (-4.96863, -0.62140, -3.15849)  0.2668
H (-3.26817, 1.50288, -4.64318)  0.2187
H (-3.17955, -0.25851, -4.96080)  0.2351
H (-1.68857, 0.68237, -4.70621)  0.2361
C (10.00041, -3.87479, 0.71145)  -0.8318
S (8.71254, -4.49308, 1.81080)  1.2550
O (9.13535, -5.85222, 2.26064)  -0.9929
C (7.46620, -4.71021, 0.53036)  -0.8329
H (10.89745, -3.70439, 1.30365)  0.2319
H (10.20890, -4.61159, -0.06495)  0.2231
H (9.67391, -2.93508, 0.26572)  0.2308
H (7.84003, -5.39208, -0.23460)  0.2197
H (7.22060, -3.74149, 0.09335)  0.2457
H (6.57704, -5.13117, 0.99355)  0.2465
C (-2.89387, 8.11674, 3.48396)  -0.8308
S (-2.49210, 6.58826, 2.61559)  1.2517
O (-3.78136, 5.89614, 2.33148)  -0.9828
C (-1.73604, 5.75644, 4.02206)  -0.8327
H (-3.41375, 8.77391, 2.78951)  0.2337
H (-3.53994, 7.89923, 4.33491)  0.2260
H (-1.97328, 8.59551, 3.81864)  0.2239
H (-2.45420, 5.68990, 4.83989)  0.2243
H (-0.85051, 6.30902, 4.33636)  0.2277
H (-1.44416, 4.75537, 3.70683)  0.2647
C (-5.57358, -4.97856, -4.46291)  -0.8286
S (-6.11371, -3.26924, -4.63564)  1.2509
O (-5.01841, -2.41084, -4.09731)  -0.9932
C (-7.39062, -3.34715, -3.36760)  -0.8305
H (-4.73883, -5.13923, -5.14189)  0.2437
H (-5.25106, -5.16188, -3.43804)  0.2383
H (-6.39389, -5.64533, -4.72931)  0.2246
H (-6.94783, -3.63899, -2.41516)  0.2369
H (-8.15456, -4.06453, -3.66747)  0.2259
H (-7.83658, -2.35876, -3.27489)  0.2409